[1]
Computed, not measured: a cluster of 9 separate species, C57H127N5O9 in total at a distorted geometry, with the ωB97M-V functional and the def2-TZVPD basis.

Summary:
charge	+1
multiplicity	2
calculated total energy	-87029.44819	eV
orbital gap (spin up / spin down)	7.32 / 3.55	eV
expectation value of S²	0.75

CARTESIAN COORDINATES (ANGSTROEM)
C: 3.55 21.51 -3.63
C: 3.36 21.11 -5.10
C: 4.70 20.91 -5.89
O: 2.68 19.86 -5.10
H: 3.94 22.52 -3.49
H: 4.28 20.82 -3.21
H: 2.64 21.44 -3.04
H: 2.78 21.85 -5.65
H: 5.32 20.16 -5.41
H: 5.14 21.90 -5.80
H: 4.52 20.49 -6.88
H: 3.28 19.18 -4.81
C: -1.53 24.10 1.05
C: -1.76 23.18 2.21
C: -2.82 23.76 3.22
O: -2.20 21.81 1.80
H: -0.77 23.70 0.39
H: -1.10 25.05 1.38
H: -2.34 24.54 0.46
H: -0.82 22.91 2.68
H: -2.74 23.04 4.04
H: -3.84 23.83 2.85
H: -2.67 24.73 3.70
H: -2.98 21.80 1.24
C: 1.11 18.60 4.62
C: 1.95 19.82 4.43
C: 3.27 19.48 3.73
O: 1.33 20.74 3.65
H: 0.93 18.18 3.63
H: 0.15 18.82 5.09
H: 1.58 17.76 5.12
H: 1.96 20.23 5.44
H: 3.05 19.24 2.69
H: 3.69 18.61 4.22
H: 4.02 20.26 3.60
H: 1.34 20.36 2.77
C: -1.17 18.73 -0.90
C: -0.09 19.84 -0.54
C: -0.23 21.14 -1.20
O: -0.16 20.23 0.90
H: -0.91 17.82 -0.36
H: -1.20 18.61 -1.98
H: -2.11 19.04 -0.44
H: 0.90 19.51 -0.82
H: 0.44 21.84 -0.70
H: -1.24 21.54 -1.28
H: 0.19 21.17 -2.21
H: -0.80 20.93 1.06
C: 2.73 24.88 0.81
C: 3.44 23.62 1.34
C: 4.96 23.53 0.79
C: 5.93 24.56 1.40
C: 5.91 24.48 2.97
C: 4.49 24.52 3.59
N: 3.49 23.67 2.86
O: 2.34 23.42 3.47
C: 4.72 23.81 4.96
C: 3.87 25.88 3.68
C: 2.62 22.38 0.83
H: 2.38 24.76 -0.22
H: 3.42 25.70 1.01
H: 1.74 25.06 1.22
H: 5.55 22.61 0.86
H: 4.95 23.73 -0.29
H: 5.70 25.58 1.10
H: 6.88 24.37 0.90
H: 6.37 25.41 3.33
H: 6.52 23.62 3.24
H: 4.00 24.05 5.74
H: 4.67 22.73 4.80
H: 5.70 24.14 5.31
H: 2.83 25.90 4.01
H: 4.39 26.56 4.36
H: 3.79 26.43 2.74
H: 2.44 22.26 -0.24
H: 1.62 22.45 1.27
H: 3.15 21.48 1.15
H: 2.18 22.48 3.43
C: -8.72 22.19 -0.62
C: -7.51 23.14 -0.22
C: -6.81 22.53 0.98
C: -5.94 21.28 0.67
C: -4.98 21.50 -0.49
C: -5.67 22.10 -1.79
N: -6.55 23.22 -1.37
O: -6.90 24.14 -2.36
C: -4.48 22.70 -2.57
C: -6.37 21.08 -2.73
C: -7.92 24.55 0.24
H: -8.53 21.12 -0.64
H: -9.23 22.62 -1.49
H: -9.48 22.22 0.15
H: -6.29 23.34 1.49
H: -7.58 22.06 1.60
H: -6.61 20.44 0.47
H: -5.43 20.96 1.58
H: -4.69 20.49 -0.74
H: -4.20 22.17 -0.12
H: -3.99 23.52 -2.05
H: -3.69 22.00 -2.85
H: -4.88 23.17 -3.47
H: -5.51 20.52 -3.09
H: -6.97 20.39 -2.14
H: -6.88 21.61 -3.53
H: -8.46 24.49 1.18
H: -8.55 25.08 -0.48
H: -7.00 25.10 0.44
H: -6.58 24.99 -2.07
C: 0.60 15.08 -0.69
C: 1.82 15.49 0.24
C: 1.48 15.11 1.70
C: 1.96 13.68 2.10
C: 3.41 13.64 1.92
C: 3.80 13.82 0.44
N: 3.12 14.84 -0.18
O: 3.72 15.36 -1.33
C: 5.30 13.99 0.39
C: 3.39 12.47 -0.30
C: 2.00 17.08 0.29
H: 0.78 15.44 -1.70
H: 0.57 14.00 -0.78
H: -0.35 15.51 -0.38
H: 1.81 15.81 2.47
H: 0.39 15.04 1.73
H: 1.70 13.49 3.14
H: 1.40 12.93 1.55
H: 3.81 12.70 2.32
H: 3.85 14.37 2.60
H: 5.63 14.90 0.91
H: 5.64 14.06 -0.64
H: 5.90 13.20 0.82
H: 3.78 12.47 -1.32
H: 2.31 12.34 -0.26
H: 3.88 11.63 0.20
H: 2.18 17.37 -0.74
H: 1.07 17.59 0.54
H: 2.85 17.43 0.88
H: 3.12 14.97 -1.97
C: 0.37 26.62 -4.28
C: 1.12 25.26 -4.56
C: 0.77 24.75 -5.94
C: 1.70 25.33 -6.94
C: 3.18 25.35 -6.53
C: 3.43 26.10 -5.18
N: 2.54 25.37 -4.27
O: 2.77 25.78 -2.95
C: 4.93 25.92 -4.87
C: 3.18 27.67 -5.45
C: 0.64 24.07 -3.61
H: -0.66 26.39 -4.00
H: 0.40 27.23 -5.18
H: 0.74 27.18 -3.41
H: 0.79 23.66 -5.99
H: -0.19 25.10 -6.32
H: 1.36 26.31 -7.27
H: 1.69 24.87 -7.92
H: 3.76 25.89 -7.28
H: 3.53 24.32 -6.56
H: 5.11 24.85 -4.84
H: 5.57 26.42 -5.60
H: 5.21 26.36 -3.91
H: 2.64 27.80 -6.38
H: 2.55 28.00 -4.63
H: 4.15 28.17 -5.47
H: 0.64 24.35 -2.55
H: 1.18 23.16 -3.84
H: -0.38 23.80 -3.87
H: 2.97 24.92 -2.58
C: -7.86 16.71 -2.45
C: -6.31 16.43 -2.19
C: -6.18 14.86 -1.78
C: -4.76 14.44 -1.60
C: -4.01 14.65 -2.96
C: -4.08 16.10 -3.45
N: -5.51 16.58 -3.41
O: -5.72 17.87 -3.94
C: -3.17 17.09 -2.81
C: -3.68 15.94 -4.94
C: -6.03 17.36 -0.98
H: -8.31 16.05 -3.20
H: -8.03 17.72 -2.81
H: -8.49 16.66 -1.56
H: -6.65 14.73 -0.81
H: -6.69 14.33 -2.59
H: -4.69 13.39 -1.31
H: -4.42 15.03 -0.75
H: -4.38 13.86 -3.61
H: -2.94 14.50 -2.79
H: -3.24 18.14 -3.11
H: -3.29 17.05 -1.73
H: -2.13 16.85 -3.04
H: -3.56 16.93 -5.37
H: -2.74 15.40 -4.97
H: -4.43 15.50 -5.60
H: -6.62 17.25 -0.07
H: -6.15 18.35 -1.40
H: -5.00 17.45 -0.63
H: -5.72 17.69 -4.89


[2]
Computed, not measured: a cluster of 19 separate species, C57H133N19O19 in total at a distorted geometry, with the ωB97M-V functional and the def2-TZVPD basis.

Summary:
calculated total energy	-128489.07847	eV
orbital gap	8.82	eV

CARTESIAN COORDINATES (ANGSTROEM)
C: 20.01 19.59 15.95
C: 19.85 18.15 15.47
O: 20.35 17.85 14.40
N: 19.24 17.29 16.29
C: 19.05 15.86 16.02
H: 19.42 20.36 15.45
H: 21.06 19.87 15.88
H: 19.73 19.58 17.01
H: 18.89 17.56 17.21
H: 19.66 15.46 15.21
H: 18.02 15.67 15.75
H: 19.27 15.27 16.91
C: 12.33 20.88 25.55
C: 12.42 20.50 24.09
O: 11.45 20.04 23.49
N: 13.63 20.63 23.60
C: 14.05 20.43 22.23
H: 12.96 20.13 26.05
H: 11.42 20.72 26.13
H: 12.72 21.87 25.76
H: 14.35 20.98 24.22
H: 14.86 21.14 22.08
H: 13.28 20.63 21.49
H: 14.40 19.41 22.09
C: 9.20 10.90 21.62
C: 9.43 12.26 21.14
O: 10.58 12.63 20.94
N: 8.34 13.02 20.95
C: 8.26 14.34 20.45
H: 10.17 10.49 21.89
H: 8.70 10.23 20.92
H: 8.62 10.91 22.54
H: 7.47 12.57 21.17
H: 9.14 14.97 20.60
H: 7.40 14.85 20.89
H: 7.92 14.37 19.41
C: 15.99 21.24 18.37
C: 16.89 22.28 19.03
O: 16.53 22.79 20.10
N: 18.06 22.69 18.52
C: 18.56 22.47 17.18
H: 15.50 20.71 19.19
H: 16.52 20.58 17.68
H: 15.20 21.77 17.83
H: 18.61 23.37 19.01
H: 18.66 23.40 16.62
H: 17.88 21.80 16.66
H: 19.50 21.93 17.30
C: 20.35 19.93 19.90
C: 19.33 18.88 19.97
O: 18.91 18.34 18.95
N: 18.91 18.53 21.17
C: 17.92 17.50 21.45
H: 19.90 20.74 19.33
H: 21.13 19.70 19.17
H: 20.75 20.39 20.81
H: 19.31 19.02 21.96
H: 17.66 17.53 22.51
H: 18.21 16.48 21.18
H: 17.01 17.82 20.94
C: 11.09 11.03 17.65
C: 12.18 10.32 18.42
O: 12.87 9.61 17.73
N: 12.37 10.51 19.71
C: 13.48 9.90 20.47
H: 11.53 11.39 16.72
H: 10.64 11.80 18.28
H: 10.36 10.23 17.52
H: 11.78 11.18 20.17
H: 13.21 9.93 21.52
H: 14.34 10.52 20.23
H: 13.81 8.93 20.10
C: 18.23 8.90 22.37
C: 19.10 9.85 21.54
O: 18.63 10.94 21.24
N: 20.22 9.38 21.08
C: 21.11 10.21 20.24
H: 18.31 7.84 22.13
H: 17.19 9.21 22.45
H: 18.62 9.12 23.37
H: 20.61 8.53 21.47
H: 20.51 10.61 19.42
H: 21.96 9.61 19.93
H: 21.56 11.01 20.85
C: 8.25 22.46 17.76
C: 9.41 21.92 18.63
O: 10.53 22.36 18.45
N: 9.12 20.97 19.50
C: 10.00 20.18 20.43
H: 8.19 22.07 16.74
H: 8.39 23.53 17.60
H: 7.32 22.28 18.29
H: 8.12 20.88 19.65
H: 9.31 19.55 20.99
H: 10.54 20.87 21.07
H: 10.71 19.53 19.91
C: 19.46 15.05 24.18
C: 19.36 14.05 23.06
O: 20.17 14.05 22.15
N: 18.31 13.20 23.05
C: 17.35 13.05 24.12
H: 18.56 15.65 24.24
H: 20.20 15.85 24.07
H: 19.86 14.61 25.09
H: 18.28 12.50 22.32
H: 17.45 12.05 24.53
H: 16.37 13.08 23.64
H: 17.35 13.79 24.92
C: 16.62 21.48 14.07
C: 16.03 20.96 12.78
O: 16.71 20.99 11.74
N: 14.75 20.52 12.78
C: 14.24 19.80 11.64
H: 17.70 21.39 14.06
H: 16.35 20.96 14.99
H: 16.34 22.53 14.07
H: 14.17 20.48 13.61
H: 14.72 20.07 10.70
H: 13.15 19.88 11.63
H: 14.43 18.73 11.76
C: 11.90 19.50 17.16
C: 12.50 20.41 16.11
O: 13.37 20.00 15.37
N: 12.03 21.64 16.07
C: 12.51 22.63 15.17
H: 10.82 19.46 17.06
H: 12.23 19.78 18.16
H: 12.36 18.51 17.19
H: 11.52 21.90 16.91
H: 13.23 23.23 15.73
H: 11.76 23.30 14.75
H: 13.08 22.15 14.38
C: 17.95 14.21 19.26
C: 17.26 13.25 18.30
O: 16.98 13.64 17.15
N: 17.17 11.99 18.66
C: 16.71 10.90 17.79
H: 19.00 13.90 19.28
H: 17.59 14.15 20.28
H: 17.90 15.26 18.96
H: 17.45 11.67 19.58
H: 15.89 10.40 18.30
H: 17.51 10.16 17.64
H: 16.41 11.22 16.79
C: 15.45 17.11 24.67
C: 15.78 16.13 25.76
O: 16.72 16.33 26.53
N: 14.97 15.07 25.79
C: 15.02 13.92 26.75
H: 16.23 17.87 24.72
H: 14.49 17.63 24.74
H: 15.49 16.55 23.73
H: 14.15 15.09 25.19
H: 14.90 12.93 26.33
H: 14.28 14.04 27.55
H: 15.99 13.84 27.25
C: 14.19 13.93 15.30
C: 13.02 14.80 14.96
O: 11.91 14.47 15.29
N: 13.15 15.94 14.28
C: 12.07 16.84 13.76
H: 14.31 13.77 16.37
H: 15.18 14.22 14.97
H: 13.96 12.92 14.95
H: 14.08 16.11 13.94
H: 11.21 16.17 13.71
H: 12.41 17.25 12.81
H: 11.95 17.67 14.46
C: 11.26 16.47 22.73
C: 12.15 15.42 23.36
O: 12.74 15.66 24.42
N: 12.29 14.29 22.69
C: 13.07 13.17 23.28
H: 11.15 16.30 21.66
H: 11.87 17.37 22.83
H: 10.34 16.61 23.29
H: 11.78 14.07 21.85
H: 12.45 12.43 23.79
H: 13.81 13.27 24.07
H: 13.57 12.70 22.44
C: 15.30 10.13 25.85
C: 14.13 10.02 24.78
O: 14.30 10.48 23.66
N: 13.00 9.38 25.15
C: 11.87 9.19 24.26
H: 15.90 11.03 25.71
H: 15.91 9.23 25.91
H: 14.73 10.21 26.77
H: 13.07 8.82 25.99
H: 11.12 8.52 24.69
H: 12.24 8.72 23.35
H: 11.39 10.15 24.10
C: 9.32 17.08 16.35
C: 9.93 16.64 17.70
O: 9.57 17.18 18.73
N: 10.84 15.70 17.64
C: 11.31 14.90 18.79
H: 9.27 16.24 15.66
H: 9.98 17.81 15.88
H: 8.29 17.40 16.51
H: 11.21 15.40 16.75
H: 10.64 14.07 18.99
H: 11.32 15.49 19.70
H: 12.30 14.47 18.66
C: 17.21 17.37 12.71
C: 16.41 16.24 12.15
O: 15.51 15.66 12.74
N: 16.74 15.92 10.86
C: 15.98 15.03 9.95
H: 16.87 17.56 13.73
H: 17.11 18.27 12.09
H: 18.25 17.05 12.70
H: 17.54 16.36 10.42
H: 16.65 14.36 9.41
H: 15.54 15.66 9.18
H: 15.17 14.46 10.41
C: 15.36 17.16 17.69
C: 14.74 16.69 18.96
O: 14.09 17.47 19.69
N: 15.08 15.44 19.34
C: 14.62 14.69 20.43
H: 14.62 17.73 17.13
H: 15.62 16.30 17.07
H: 16.19 17.82 17.93
H: 15.78 15.00 18.77
H: 15.39 14.35 21.12
H: 14.19 13.76 20.07
H: 13.83 15.15 21.03